2 unconnected molecules or ions with the total composition C9H15ClF5NSi. Source: the Open Molecules 2025 dataset; level of theory: the ωB97M-V functional and the def2-TZVPD basis.

XYZ file:
```
32
Properties=species:S:1:pos:R:3:forces:R:3
C -3.329 0.454 0.909 0.6 -1.1 -0.1
C -2.061 -0.475 0.352 -1.0 -1.0 0.7
C -2.731 -1.983 0.081 0.1 0.6 0.9
C -0.893 -0.721 1.494 -1.2 0.2 -0.1
C 0.068 0.579 1.771 0.1 -0.5 1.4
Si 1.178 1.102 0.284 0.5 -0.1 1.9
Cl 3.075 1.826 1.051 -1.5 -0.5 -0.7
C 0.391 2.587 -0.732 0.3 2.3 0.2
F -0.907 3.045 -0.154 3.6 -1.4 -2.2
F 1.329 3.756 -0.605 -2.8 -3.0 -0.7
C 0.323 2.231 -2.338 -1.2 1.1 -2.9
F -0.622 1.143 -2.689 3.3 3.5 1.4
F 1.659 1.851 -2.912 -4.7 1.4 2.2
F -0.185 3.464 -3.029 1.9 -4.3 1.9
H -3.897 -0.212 1.719 1.2 1.5 -1.7
H -2.982 1.448 1.423 -0.7 -1.8 -1.3
H -4.036 0.606 -0.017 1.3 0.1 2.0
H -1.650 -0.034 -0.657 -0.6 -0.8 2.0
H -3.598 -1.928 -0.703 1.9 -0.2 1.3
H -1.886 -2.757 -0.169 -1.8 1.5 0.2
H -3.238 -2.319 1.108 1.2 0.7 -2.2
H -1.480 -0.951 2.508 1.3 0.4 -2.2
H -0.309 -1.703 1.190 -0.9 2.2 0.7
H -0.516 1.518 2.187 1.0 -2.0 -0.9
H 0.813 0.260 2.646 -1.4 0.8 -1.9
H 1.532 -0.034 -0.604 -0.2 0.4 0.0
C 4.421 -1.829 -0.785 -1.0 -0.7 0.2
C 3.193 -2.678 -0.501 -6.7 -4.6 1.6
N 2.174 -3.383 -0.265 8.1 5.7 -1.9
H 4.930 -1.585 0.152 -0.2 -0.1 -0.1
H 5.111 -2.375 -1.433 -0.2 0.0 0.1
H 4.125 -0.900 -1.281 -0.1 -0.2 0.1
```
Positions in Å, forces in eV/Å.

SMILES string = CC(C)CC[Si@H](Cl)C(F)(F)C(F)(F)F.CC#N
Kohn-Sham gap = 11.0 eV
Strongest force on any atom = 10.08 eV Å⁻¹
E_tot = -1655.56804 Eh